346
Properties=species:S:1:pos:R:3:forces:R:3 method="wB97M-V/def2-TZVPD" molar_mass_g_mol=1909.76 e_above_lowest_kcal_mol=196.19 e_lumo_ev=0.43 spin_multiplicity=1 gap_ev=8.648
H -3.324541 9.215769 -4.627796 -0.7 -1.2 -0.9
C -6.801821 -0.777831 0.746574 -0.5 0.3 1.0
H -6.504241 -3.569291 4.372574 -0.3 -0.5 -0.2
H 4.617199 11.867789 -3.420786 -0.3 -0.6 0.1
N 5.202949 9.868359 -1.924286 -0.8 -1.0 1.6
C 3.639029 -0.894401 -8.514386 -0.7 0.1 0.6
C 7.124039 2.556199 -6.751476 0.2 0.4 0.3
O 4.761169 -1.609271 -7.987276 -0.7 -0.8 0.7
H 2.350829 1.870499 8.053544 0.0 0.2 0.1
N 1.420609 6.816679 -2.999586 -1.1 0.7 2.0
H -3.216631 2.664679 10.290324 1.0 -0.3 -0.9
N -1.898551 8.802419 -6.288906 -1.2 -0.8 1.6
H 2.499049 -0.739861 -6.401346 0.5 -1.0 -0.6
H -0.526671 -0.606591 5.925934 -0.2 0.2 0.7
C 2.545969 0.485289 -4.985016 0.0 -1.0 0.7
H 2.544779 3.715159 3.016784 -0.6 -0.4 0.6
H 3.500089 3.585369 -5.267216 0.1 0.3 -0.1
C -3.789301 2.927339 -0.374476 -1.0 1.0 -1.2
H 10.185329 3.962059 -0.824716 -0.3 -1.2 -0.5
H -3.459631 2.114879 -1.022036 -0.1 -0.5 0.5
H 6.987199 1.914839 -7.622126 -0.5 0.1 -0.4
N -3.055561 -0.976331 6.988954 2.0 0.9 -2.4
H 7.090069 5.166639 -2.234186 -1.0 0.4 -0.2
C 0.677819 1.945409 -1.133776 1.1 0.8 -1.2
O 0.590789 0.540369 -6.465466 -0.5 0.5 -1.0
H 0.637759 -0.149861 -1.395946 -0.1 -0.1 -0.1
H 6.680789 5.729389 -7.646506 -0.1 0.0 0.8
H -9.498281 -6.005461 1.761154 0.3 0.1 -1.1
H 0.660159 -12.077531 1.548064 0.1 -0.2 0.1
O 6.409029 12.540999 -2.692586 0.6 1.0 0.7
H 6.956049 0.927479 -5.533796 -0.1 -0.4 0.0
H 2.837259 0.566779 -3.937826 -0.3 0.0 0.3
C -2.716671 -0.229111 5.690084 0.0 -0.7 0.7
C -2.625811 -1.210681 0.872524 0.0 0.2 -1.1
H -0.983581 -1.632421 -0.499946 -0.1 -0.2 0.0
C 3.766789 0.513099 4.201794 2.2 0.4 0.2
H 2.751489 -0.768471 -1.736696 0.3 0.1 -0.8
H -0.631761 -5.746971 1.835324 0.4 -0.8 0.1
H -5.358151 -2.309901 4.219544 1.4 -0.6 -0.7
H 2.014899 7.833299 -1.149706 0.4 -0.5 0.2
H 1.924489 -3.169241 -1.222746 -0.4 -0.1 0.0
H 1.351379 -5.963181 -5.574766 0.7 -0.1 0.0
N -6.970781 -4.715271 0.730974 1.1 0.3 1.1
H -8.773331 -4.119801 0.099164 -1.0 0.5 0.3
C -7.426971 -1.200111 5.024004 1.0 -0.6 2.3
H 2.374789 -0.032491 6.366584 0.5 -0.4 -0.9
H -3.708171 -5.429591 7.549934 0.1 0.7 0.1
C -0.124221 -10.076971 0.113204 0.3 0.4 -2.1
H -4.040391 -0.368011 -3.048556 -0.2 0.0 -0.6
C 3.576649 -0.995581 -1.061696 -0.2 0.2 2.4
H -2.950091 0.812479 5.910784 0.8 0.5 -0.1
H -5.830401 -3.774701 -3.173216 0.5 -0.2 0.2
C -5.810311 -2.968821 4.960804 0.0 -1.1 -3.6
H -2.393021 9.256099 -7.043746 0.0 -1.0 -0.9
C 0.475899 0.564059 -0.588356 -0.5 -0.9 0.4
C -0.401331 5.074709 -5.359396 -1.4 0.5 0.0
H -6.389061 -3.992671 0.331544 0.1 -0.1 -0.3
C 4.549639 -2.242871 -6.655816 1.1 1.5 0.2
H -3.996431 1.828619 1.444894 -0.5 0.0 0.1
H 2.012249 -5.086481 -4.211856 -0.6 0.2 0.8
H -2.561601 -3.203511 4.514774 -0.5 0.1 0.7
H 3.669979 7.341729 -5.400266 0.4 -0.1 -0.4
H 3.738329 -2.967481 -6.586276 -0.3 0.2 -0.6
C 7.210139 4.121829 -2.520626 1.0 1.3 0.5
H -1.130441 0.441309 -7.651546 0.5 -0.9 -0.1
N 7.044749 2.449869 -4.213276 -1.6 -0.5 -1.8
C -1.313731 6.569949 -7.020636 0.2 -1.0 0.5
H -1.174061 -12.713071 0.565154 -1.0 -1.1 -0.3
H -1.966831 -3.793631 0.640124 0.2 -0.2 0.6
N -0.885651 0.385189 -0.026156 0.5 -0.4 -1.0
H 0.551429 10.284829 -5.326226 0.6 0.0 0.0
H -0.231751 -3.074811 -4.291866 0.1 0.2 -0.6
H -4.097041 -5.639041 11.580194 -0.3 0.1 -0.2
H -2.629551 5.202629 -2.450006 -0.1 0.0 -0.3
H -3.826631 1.159009 10.855604 -0.2 -0.1 0.2
H -0.480211 -1.306291 1.175234 0.2 -0.4 0.2
C -3.079171 4.221629 -2.296446 0.9 0.2 0.4
H -0.361911 -13.531661 -0.790656 0.1 0.2 -0.1
H -8.536141 -5.387111 2.962924 0.5 0.8 0.1
C -1.106521 6.960969 1.188694 -0.5 1.9 0.4
H 3.526659 0.082169 -8.043446 0.0 0.1 0.3
H -3.284361 -3.353901 -2.817836 -0.3 -0.1 0.7
H -1.410371 7.788909 1.829234 0.0 -0.1 0.4
C -2.441041 9.537979 -5.178886 0.6 1.1 2.3
H -7.322391 -0.044891 1.362934 -0.2 0.2 0.2
H -4.015661 4.162899 -2.851086 -0.3 -0.1 0.4
H -3.023181 -9.949231 -1.201146 -0.7 0.9 0.5
C 5.070069 11.150989 -1.312976 -1.3 1.5 -1.8
H -2.300301 2.072469 3.129294 0.5 -0.5 0.6
N 2.596749 -3.217401 -0.470516 -0.5 -0.2 -0.3
H -4.279131 3.605199 1.453314 0.7 0.4 1.2
C -4.236901 -0.149391 8.787574 -1.6 0.9 2.0
H -1.306991 1.486229 -6.430736 0.0 0.1 1.1
H 4.732539 0.958489 4.440614 0.7 0.0 -1.1
H -0.190801 2.225459 -1.729726 -0.4 0.3 0.5
C -8.098821 -2.730851 1.616024 -0.3 0.6 -0.3
O -1.257001 -15.511481 0.639534 -0.3 0.4 -0.7
H 3.608989 -3.125591 -3.009276 -0.4 0.0 0.2
H -1.615121 6.623849 -8.066746 -0.7 -0.6 0.0
H 4.882909 1.025039 6.814894 -0.1 -0.1 -0.4
H 3.985709 -0.475821 4.604544 -1.3 -0.3 0.5
C 5.029739 12.209749 -2.471596 1.6 0.1 1.1
H 1.888269 -10.624211 0.157394 0.1 -0.2 0.6
C 2.206629 3.388899 -2.375546 1.0 -1.7 -0.8
H -7.620991 -0.486601 5.824844 0.0 0.3 -0.1
C -4.382461 -6.401981 10.855924 -0.3 -0.8 -1.1
C -9.047821 -5.058441 2.058354 -0.7 0.6 0.1
H 5.892209 9.715849 0.823314 -0.3 0.3 0.1
O -0.130121 -5.126011 -4.761216 -0.8 0.8 0.2
C 4.992669 2.248099 8.391674 1.0 -0.7 -0.8
H -1.922791 3.725449 3.207464 0.0 0.6 -0.2
O 6.502269 3.814529 -6.813276 1.0 1.3 -1.1
H -0.219381 -14.675651 2.082994 0.0 1.0 0.4
C -0.168281 -14.668611 0.994214 -0.2 0.7 0.9
N 2.929719 -0.861621 -5.495916 -1.3 1.1 0.5
H -3.417861 -0.387021 4.870644 -0.2 -0.9 0.0
H 7.853579 4.400429 -4.470746 0.0 0.2 -0.3
H -1.930171 -8.541821 -1.512646 -0.1 0.1 -0.4
C -6.261401 -2.806141 -2.919786 0.6 -0.6 1.5
H -3.287821 -0.409931 0.542924 0.6 0.7 0.3
O -3.352231 1.010549 8.876834 0.4 -0.6 -1.0
O -3.133651 4.115599 -0.888256 -0.4 -0.3 0.9
H -9.917311 -4.449791 2.306604 -0.2 -0.1 0.6
O 8.590719 3.942239 -2.337056 2.9 -0.8 1.6
C -1.325441 -5.965621 2.647174 -0.1 0.2 -0.3
H 6.917049 2.464019 9.421754 0.1 0.9 -0.3
H 4.508689 2.396029 9.357064 0.0 -0.1 0.1
H 3.732589 7.616979 1.465294 -0.2 -0.4 0.0
H 4.047229 8.665839 -0.584376 -0.3 0.0 -0.5
H -0.274991 6.050009 -4.889376 0.3 0.0 0.0
H -6.941971 -5.555681 0.171534 -0.4 0.2 -0.1
H 2.941109 3.220829 -3.163196 -0.1 0.2 -0.3
H -6.258141 -2.610661 -1.847466 0.0 -0.7 0.5
H 5.943219 9.829989 -2.610306 0.2 -0.3 0.4
H -4.674871 -13.191511 -0.435746 -0.4 -0.2 0.4
O 4.781109 -0.307411 -1.211266 0.9 1.0 -0.8
C -1.281021 -0.539711 5.141984 -0.9 0.1 1.7
H 0.181349 1.672469 2.370144 0.5 0.1 -0.1
H 0.461069 5.832809 -0.580306 0.0 -0.2 0.5
H -5.864951 -0.977681 1.266614 0.2 -0.4 -0.1
C -4.906441 -3.910891 5.696854 0.2 0.5 0.4
H -5.001381 -8.274841 3.714994 0.0 -0.2 0.1
H 6.593009 4.489779 -8.761876 0.2 -0.5 -0.3
H -2.054321 6.628599 0.765244 0.2 -0.3 -0.7
H 0.949139 2.642489 -0.340956 -0.6 0.3 0.1
C -0.300771 -13.295621 0.271724 -1.0 0.6 0.4
H 0.085919 2.596309 3.930024 0.2 -0.3 0.0
C -5.533091 -9.727381 1.712304 -0.3 -2.3 -0.3
H 4.218099 1.612899 -0.391166 -0.2 -0.1 -0.1
H -3.972391 -0.831631 9.595474 0.4 -0.3 -0.1
C -3.207911 -7.243891 3.217044 1.4 -0.9 0.6
C -3.621801 2.800549 1.123814 1.9 -0.9 -1.6
N -2.832821 -2.412441 -4.551776 0.8 -0.1 0.7
C 8.627609 1.169579 7.810814 0.0 0.9 -0.9
H 4.011139 4.955359 -6.364166 0.6 -0.6 -0.1
H -5.012231 -7.143671 2.318454 -1.0 0.2 0.5
H -1.223951 -0.320151 -5.990466 -0.5 0.2 0.0
C 6.448539 1.832769 8.666694 0.0 -1.2 1.7
H -4.538701 -1.361331 -1.742796 0.5 -0.4 0.3
O -1.190421 -10.331211 -0.822426 2.0 -1.4 1.0
H -2.603081 -0.366601 7.654974 1.3 -0.4 -0.2
H 4.946049 3.198009 7.859124 0.2 0.4 0.0
C -4.391291 -0.794741 7.431284 -0.4 0.7 0.7
H 6.678989 3.486209 -1.812136 -0.5 -0.2 -0.4
H -8.394981 -1.683501 4.892114 0.2 -0.2 -0.9
H 4.570289 8.837959 2.319564 0.1 0.0 0.7
H 4.504279 -2.700451 -0.082016 0.3 0.3 -0.1
C 4.713299 1.164009 -1.252196 0.8 -2.1 -1.3
H -4.701691 -7.507111 8.584994 0.2 -0.2 -0.3
H -3.426461 -6.379611 3.844224 -0.3 0.1 0.1
H -7.527061 -2.674811 2.542334 0.9 -0.3 -0.3
H 5.768929 11.409189 -0.517346 0.5 0.3 -0.3
H 4.771729 7.067619 2.806284 0.2 0.3 0.0
H -3.298531 -13.638891 0.645304 -0.3 0.3 0.4
H -2.650621 -7.954241 3.827724 0.4 -0.1 0.5
H -2.621941 -1.284791 1.959994 -0.3 -0.2 0.2
H 0.431749 -0.090131 -4.641366 0.3 0.2 1.2
C 9.173779 4.313989 -1.027186 -1.0 0.7 -1.3
H 6.400659 0.905139 9.237054 -0.4 -0.5 0.1
H 0.559779 4.563149 -5.411156 0.1 0.2 -1.0
H 4.599409 -4.121051 -1.899376 0.1 -0.2 -0.6
H -0.393071 11.694849 -5.724286 -0.5 0.0 -0.2
O -1.185851 -1.741651 4.429994 0.6 0.3 -1.5
H -0.250521 -10.167891 1.192044 -1.4 0.3 0.2
H 5.318399 7.903819 -1.624146 -0.2 -0.7 0.7
H -3.739311 -2.217291 -4.952136 0.1 -0.6 -0.9
H 7.641309 13.937769 -3.813406 0.3 -0.5 1.0
O 5.766479 7.709529 1.118344 0.5 -1.5 0.8
O -1.229781 5.221469 -6.561776 1.0 -0.9 0.3
O -7.618971 -1.908101 0.544894 0.5 -0.6 -0.6
H 1.222019 1.192529 6.208824 -0.3 0.5 -1.3
H 2.700239 -1.440651 -8.422806 -0.1 -0.3 0.6
H 5.754609 1.462569 -1.373196 0.0 0.0 0.6
H 8.479689 4.090599 -0.216976 0.1 -0.2 0.0
C -1.171251 -1.020371 0.382254 0.1 1.4 0.1
H 0.688579 8.538119 -1.914966 -0.2 0.0 -0.5
H -4.855881 3.141519 -0.442556 -0.4 -0.5 -0.8
H -5.195761 -10.433861 -0.263416 0.7 -0.1 -0.3
H 2.827829 3.879709 -1.626326 -0.5 -0.1 0.8
H 3.589329 -0.661651 -9.578086 1.4 -0.4 -0.3
C -4.705421 -5.747681 7.245924 -1.4 0.0 0.8
H -0.878951 -6.371651 3.554854 0.5 0.1 0.0
C 4.374449 -1.212281 -5.513866 -2.1 0.6 -0.8
C 2.802629 6.816319 -5.000596 -0.5 1.8 -0.4
O -6.489221 -2.094991 5.691694 -2.6 2.5 2.9
C 1.889799 3.485119 2.176424 0.2 2.5 -1.7
C 0.097059 11.178679 -4.898806 0.2 0.2 -0.5
H -5.190311 0.276939 9.099584 -0.5 -0.4 -0.1
H 1.142549 -11.198671 -1.217446 -0.6 -0.4 -0.1
H -9.041601 -2.293821 1.945074 -0.6 -0.3 -0.2
H -3.500691 -7.003831 10.636014 0.3 -0.1 -0.1
H 2.124369 2.520099 1.727204 -0.2 -0.2 0.1
C 6.561629 1.943579 -5.525326 0.7 -1.8 1.0
H -0.956701 -17.037791 2.053034 0.2 0.0 0.1
H -6.420711 -9.139931 1.477514 -0.1 0.0 -0.4
C -0.824591 -3.988641 -4.252366 -0.4 0.4 1.0
H 3.169189 1.233699 -5.474486 -0.3 0.6 -0.5
H -2.090811 9.403909 -3.098246 0.1 1.2 0.5
C -0.104661 2.604899 2.856844 -3.2 1.7 -0.6
H 5.977979 14.434119 -3.554726 -0.2 0.0 0.3
H 4.590909 -1.586251 -4.513166 0.3 -0.4 -0.2
H -0.771781 6.692049 -1.497026 -0.5 -0.2 0.1
N 0.740359 -12.335801 0.574944 2.3 -0.2 0.0
H 2.424399 4.379049 -6.446136 -0.8 0.2 0.5
O 3.056349 5.515179 -4.694436 -0.1 -2.7 0.9
H -2.047131 -17.404311 0.692824 0.0 0.2 0.0
H -6.601621 -0.268041 -0.195836 0.0 -0.5 -0.2
N -2.158551 2.749259 1.295844 -0.5 0.8 0.3
C -3.771981 1.785009 9.964964 -0.9 0.2 0.9
N 4.282069 1.216969 7.603724 -0.3 0.5 0.8
H 1.462349 4.076499 -2.777216 -0.5 -0.5 0.2
H -1.794451 3.386709 0.602164 0.6 0.4 0.5
C 5.069389 8.729479 -0.957516 0.6 1.0 -1.3
H -0.321591 -17.215511 0.342224 0.2 -0.8 0.5
H -6.211191 -11.551361 0.558144 -0.6 0.4 0.3
C 6.628969 13.565729 -3.655746 -0.9 -1.1 -1.1
H -4.530941 -4.677701 5.019284 0.2 0.4 -0.5
O -5.544171 -1.737861 -3.459876 0.1 1.0 -1.7
C -3.883931 -12.824561 0.218374 -0.1 2.3 -1.0
H 8.116879 4.793189 -7.933466 0.2 -0.6 0.6
O 2.941779 1.438779 4.849464 -2.5 -1.2 0.4
H -2.384721 3.476359 -2.684296 0.0 -0.2 -0.2
O -4.877651 -5.798151 9.671064 0.2 1.5 0.5
N -4.382101 -8.915031 1.744884 0.9 0.4 0.0
H 6.986549 8.784589 -0.144206 0.4 -0.4 0.5
C -1.489701 9.636639 -3.977236 0.9 0.0 -0.1
H 2.180269 -2.805521 0.352284 -0.1 0.1 0.1
C -4.476811 -7.952611 2.815494 0.4 2.0 -2.0
C 1.259129 -5.042511 -4.998606 -0.2 -0.9 -1.7
H -4.753451 2.209779 9.754274 -0.4 -0.2 0.1
C 4.662059 7.798389 2.004994 -0.1 0.6 -1.1
C -2.252241 7.323489 -6.085796 0.4 1.7 -2.0
H 3.241689 2.782479 6.755184 -0.6 0.5 0.1
O -0.739321 10.841319 -3.860386 -1.8 0.1 1.6
C 2.282409 1.003759 6.041394 1.5 1.1 2.5
C 0.941649 -11.065561 -0.154426 0.7 -1.4 -0.1
H -0.952561 0.326019 4.566884 -0.1 -0.4 -0.8
H 7.948429 2.010809 -4.109886 0.2 0.7 0.5
H 6.391989 13.039209 -4.580256 -0.2 0.6 -0.7
H 9.165119 1.589539 6.960624 0.2 -0.3 -0.2
H 1.536819 -4.245711 -5.688606 -0.2 0.4 0.1
H -6.288311 -6.768041 8.555314 -0.2 0.2 -0.4
H 8.746929 0.086679 7.776434 -0.1 -0.1 0.4
H 5.459039 -2.790181 -6.407736 0.2 0.0 -0.7
H -6.070411 -4.096691 7.393544 0.3 0.0 0.2
H 4.092409 11.273779 -0.846896 -0.3 -0.6 0.2
H -2.116531 -3.676931 -5.939076 0.1 -0.5 -0.2
H 2.079749 4.281499 1.456844 1.3 -0.2 -0.4
H -2.790681 10.539289 -5.430346 0.6 0.3 -0.4
C -5.220591 -6.550041 8.531604 0.8 0.5 -0.7
H -0.298811 6.949329 -7.139366 0.1 0.7 0.9
C 7.039249 4.710379 -7.792186 -1.1 0.2 -0.7
H -3.312011 7.178289 -6.295336 -0.1 -0.1 -0.8
C 1.000259 0.712329 -5.111426 0.9 -0.6 -1.0
H -1.676851 -4.953431 2.847404 -0.7 0.0 0.4
H -7.316141 -2.964121 -3.144856 -0.1 1.2 -0.9
H -3.274221 -12.181081 -0.415886 0.7 -0.9 -0.7
H -0.945811 1.055729 0.726744 -0.7 -0.2 0.2
H -2.121181 -8.951091 0.166634 -1.5 0.3 0.0
C -3.020231 -3.542711 0.764534 -0.7 -0.4 -1.1
H 1.998699 6.893429 -5.732616 -0.3 0.1 -0.2
H 1.772559 5.891399 -2.799376 0.1 0.0 0.2
O 7.296379 1.591589 7.578244 -0.6 0.6 -0.9
H -4.497801 -6.399701 6.397464 -0.4 -0.4 0.0
H 0.293079 -9.098441 -0.124356 -0.1 0.5 0.2
H 9.118509 1.658149 8.652494 -0.3 -0.3 0.6
H -4.998871 -0.079941 6.876294 0.0 -0.1 -0.7
C 5.981359 8.776709 0.277264 0.0 0.8 -1.4
H -2.258921 6.899819 -5.081526 1.1 0.8 0.4
O -2.311611 -6.857801 2.178564 -0.9 0.2 -0.5
O 1.804589 2.016769 -2.081926 -0.8 1.0 0.9
C -0.857841 0.507299 -6.598246 1.3 0.5 -0.5
H 3.315799 7.690549 -3.094886 0.4 0.2 0.0
C 2.995489 1.807959 7.176844 0.4 -1.0 -0.7
C -8.276231 -4.158141 1.068454 0.6 -1.2 -0.3
C -1.618361 -2.951171 4.999254 -0.2 -0.5 0.0
O 0.497049 3.793879 2.269584 0.1 -3.1 1.4
H 3.254909 -0.617021 -0.091496 -0.9 -0.2 0.5
C 2.428739 7.550019 -3.712526 -0.2 -0.3 -0.2
C -3.100811 -2.331401 -3.147836 -1.4 0.6 1.6
H 3.592899 0.433509 3.128694 -0.1 0.2 0.1
H 9.402709 5.379629 -1.015986 -0.7 0.5 -0.1
C 3.230889 4.534999 -5.729656 0.8 1.5 -0.3
O -0.232801 7.646639 0.260024 -0.4 -1.7 0.7
C -4.310611 -1.396251 -2.808096 -0.2 -0.9 0.1
H 1.204939 0.355489 0.194654 0.5 -0.1 0.0
C -5.348121 -10.902861 0.708664 -0.1 -0.4 0.2
H 1.958289 8.521749 -3.862636 0.5 0.3 -0.6
H 4.948099 -0.294431 -5.642596 0.5 -0.2 -0.4
H 8.206069 2.592679 -6.625056 0.4 0.6 0.0
H -3.515461 -9.412891 1.599394 -0.1 -0.1 0.5
H -2.898731 -4.597041 -4.655236 -0.3 0.0 0.3
H -0.955671 4.472389 -4.639666 -0.4 -0.1 0.0
H -4.065261 -3.342851 6.094134 0.3 0.0 0.2
C -2.177431 -9.363681 -0.840696 0.5 0.2 0.4
H 6.100359 4.401049 -4.336896 -0.2 -0.6 -0.2
N -5.605451 -4.661731 6.697394 0.4 -1.8 1.1
H -1.603601 -2.963561 6.089084 -0.6 0.4 0.0
H -0.711451 6.181519 1.840224 0.7 -0.2 -0.5
H -1.013271 -3.819171 4.737484 0.8 0.4 -0.5
C 3.784079 -2.518361 -0.879686 0.6 1.2 -1.0
H -2.308561 -1.925951 -2.518516 0.5 -0.1 -0.2
H 0.762379 11.927879 -4.469676 0.6 -0.4 -0.2
H 4.440559 13.072699 -2.161296 0.2 0.4 0.1
C 0.081399 6.823199 -0.831446 1.0 0.6 -1.6
C -2.260301 -3.737711 -4.860306 1.3 0.5 -1.6
H 5.489889 1.781169 -5.639746 -0.2 0.7 0.4
O -3.284391 -2.287331 0.219694 0.1 0.6 0.3
H -5.137551 -7.088211 11.239364 -0.1 0.1 0.5
H -5.720781 -10.139251 2.703884 -0.2 -0.4 0.3
C -1.667571 2.821899 2.653774 0.5 -0.3 0.4
C 4.318509 -3.106511 -2.182036 0.4 -0.6 0.6
H 0.865949 -14.980501 0.848684 0.0 -0.9 -0.9
H 4.308679 1.402449 -2.235826 -0.7 0.4 0.4
H 0.733599 1.722289 -4.800016 -0.1 0.0 0.5
H -0.907351 -4.168611 -3.180516 -0.4 0.0 0.3
C 7.006539 3.888389 -4.014206 0.4 -0.1 1.5
C 1.119879 7.558719 -1.707956 -0.4 -0.7 -0.5
H -6.960011 -0.647361 4.208814 -0.2 -0.4 -0.5
O -4.309461 -11.800161 1.144024 -0.3 0.0 1.0
H -4.886561 -1.765671 7.441394 -0.5 0.4 0.4
H 5.195469 -2.584161 -2.564386 0.1 0.1 0.3
H -0.723891 8.868479 -3.869726 0.0 -0.8 -1.0
H -3.462661 -3.617071 1.757924 0.5 -0.2 0.4
H -3.590841 -4.198581 0.107014 0.1 -0.5 0.2
C -1.135061 -16.885861 0.988514 0.5 0.9 -0.9